The following is a DFT calculation (ωB97M-V with the def2-TZVPD basis set) of a molecular structure, C31H38NO2Os.

Output
**Kohn-Sham gap (alpha / beta)**: 6.3 / 5.5 eV
**Lowest unoccupied orbital energy (alpha / beta)**: -0.07605 / -0.19543 Ha
**<S²>**: 6.063
**Spin multiplicity**: 5
**Charge**: +1

Each line ends with the Mulliken spin population.
CARTESIAN COORDINATES (ANGSTROEM)
O: -0.34 -0.41 -5.08  -0.018
C: -0.60 0.70 -5.99  0.009
C: -0.25 -0.05 -7.27  -0.001
H: 0.08 1.55 -5.79  0.003
H: -1.64 1.04 -5.96  0.000
C: -0.14 -1.26 -6.28  0.009
H: 0.70 0.27 -7.73  0.001
H: -1.06 -0.13 -8.01  0.000
C: 1.21 -1.99 -6.29  0.003
H: 2.01 -1.32 -5.94  -0.001
H: 1.45 -2.32 -7.31  0.000
H: 1.17 -2.88 -5.65  0.000
C: -1.32 -2.21 -6.43  0.000
H: -2.25 -1.65 -6.26  0.002
H: -1.23 -3.04 -5.72  0.001
H: -1.34 -2.64 -7.44  0.000
Os: -0.74 -1.22 -1.76  2.010
C: -2.37 -1.48 -0.38  0.124
C: -1.72 -0.23 -0.15  -0.001
C: -1.91 0.58 -1.29  0.058
H: -1.15 0.12 0.72  0.020
C: -2.63 -0.17 -2.26  0.182
C: -2.94 -1.43 -1.69  0.023
H: -3.54 -2.21 -2.16  0.010
H: -2.40 -2.33 0.30  -0.010
H: -1.61 1.62 -1.34  0.029
H: -2.89 0.18 -3.26  0.065
C: 0.48 -2.11 -0.20  0.284
C: 0.39 -3.06 -1.25  -0.115
C: 0.89 -2.45 -2.44  0.104
H: 0.02 -4.08 -1.16  -0.005
C: 1.39 -1.16 -2.08  0.207
C: 1.10 -0.94 -0.72  -0.166
H: 1.33 -0.03 -0.20  -0.003
H: 0.16 -2.25 0.83  0.007
H: 0.83 -2.85 -3.44  0.060
H: 1.85 -0.43 -2.74  0.080
O: 2.89 3.26 -4.20  0.000
C: 1.89 2.37 -3.73  0.006
C: 0.53 3.05 -3.56  0.009
H: 2.26 1.90 -2.81  -0.002
H: 1.84 1.56 -4.50  0.000
C: 0.67 4.21 -4.55  0.001
H: 0.40 3.44 -2.53  -0.002
H: -0.25 2.33 -3.84  0.001
C: 2.19 4.39 -4.79  0.000
H: 0.22 5.14 -4.19  0.000
H: 0.20 3.98 -5.51  0.000
H: 2.55 5.32 -4.31  0.000
H: 2.42 4.45 -5.88  0.000
C: 1.08 5.52 0.76  0.157
C: 0.90 4.50 -0.20  -0.092
C: 0.86 3.18 0.22  0.096
C: 0.83 2.82 1.59  -0.031
C: 0.90 3.88 2.55  0.166
C: 1.10 5.19 2.12  -0.075
N: 0.67 1.50 1.88  0.499
C: 1.11 0.96 3.06  -0.067
C: 2.28 1.43 3.74  0.153
C: 2.62 0.95 4.99  -0.078
C: 1.88 -0.09 5.56  0.154
C: 0.83 -0.68 4.84  -0.072
C: 0.42 -0.15 3.62  0.151
H: 1.21 6.56 0.43  0.008
H: 0.84 4.73 -1.26  0.000
H: 0.87 2.35 -0.49  0.038
H: 0.83 3.65 3.61  0.001
H: 1.31 5.97 2.86  -0.002
H: 2.87 2.22 3.27  0.000
H: 3.47 1.40 5.51  -0.002
H: 2.14 -0.44 6.56  0.007
H: 0.34 -1.55 5.25  -0.002
H: -0.46 -0.53 3.09  0.006



The following is a DFT calculation (ωB97M-V with the def2-TZVPD basis set) of a molecular structure, C31H38NO2Yb.

Output
**Kohn-Sham gap (alpha / beta)**: 6.1 / 5.2 eV
**Lowest unoccupied orbital energy (alpha / beta)**: -0.01497 / -0.04807 Ha
**<S²>**: 0.804
**Spin multiplicity**: 2

Each line ends with the Mulliken spin population.
CARTESIAN COORDINATES (ANGSTROEM)
O: 0.64 2.47 -3.95  0.000
C: -0.64 2.16 -4.60  0.000
C: 0.13 1.58 -5.81  0.000
H: -1.22 3.09 -4.76  0.000
H: -1.25 1.40 -4.09  0.000
C: 1.39 1.60 -4.85  0.000
H: 0.17 2.35 -6.60  0.000
H: -0.23 0.60 -6.16  0.000
C: 2.63 2.40 -5.24  0.000
H: 2.35 3.43 -5.48  0.000
H: 3.20 2.01 -6.08  0.000
H: 3.28 2.40 -4.35  0.000
C: 1.83 0.32 -4.15  0.000
H: 0.98 -0.29 -3.82  0.000
H: 2.42 0.64 -3.29  0.000
H: 2.52 -0.25 -4.79  0.000
Yb: -0.92 2.42 0.77  0.002
C: -1.43 -0.76 -0.40  0.007
C: -2.32 -0.18 0.53  -0.001
C: -2.86 1.02 -0.04  -0.002
H: -2.66 -0.68 1.44  0.002
C: -2.28 1.17 -1.34  -0.001
C: -1.53 -0.02 -1.60  -0.002
H: -1.15 -0.37 -2.57  0.000
H: -0.80 -1.63 -0.23  -0.006
H: -3.62 1.66 0.41  0.000
H: -2.50 1.96 -2.07  0.000
C: 1.40 0.65 1.14  -0.002
C: 1.66 0.75 -0.25  0.002
C: 2.24 2.02 -0.51  0.000
H: 1.53 -0.06 -0.96  0.000
C: 2.26 2.74 0.73  0.000
C: 1.70 1.90 1.74  -0.001
H: 1.66 2.07 2.81  -0.001
H: 1.18 -0.28 1.68  -0.004
H: 2.69 2.33 -1.45  0.000
H: 2.72 3.72 0.86  0.000
O: -0.64 3.98 -0.64  0.000
C: 0.33 4.70 -1.58  0.000
C: -0.09 6.18 -1.65  0.000
H: 0.36 4.21 -2.56  0.000
H: 1.31 4.55 -1.14  0.000
C: -1.06 6.41 -0.47  0.000
H: -0.60 6.42 -2.60  0.000
H: 0.78 6.84 -1.57  0.000
C: -1.22 5.05 0.26  0.000
H: -2.02 6.83 -0.79  0.000
H: -0.60 7.13 0.23  0.000
H: -2.28 4.83 0.50  0.000
H: -0.61 5.03 1.18  0.000
C: -0.99 -6.15 1.38  0.163
C: -0.01 -5.35 0.78  -0.081
C: 0.18 -4.04 1.20  0.155
C: -0.63 -3.47 2.23  -0.066
C: -1.62 -4.32 2.82  0.156
C: -1.79 -5.63 2.41  -0.085
N: -0.46 -2.15 2.54  0.512
C: -0.74 -1.61 3.76  -0.085
C: -0.98 -0.22 3.87  0.106
C: -1.29 0.37 5.08  -0.092
C: -1.33 -0.41 6.25  0.166
C: -1.06 -1.78 6.19  -0.085
C: -0.75 -2.37 4.97  0.168
H: -1.14 -7.18 1.05  0.009
H: 0.62 -5.75 -0.02  -0.002
H: 0.96 -3.40 0.77  0.000
H: -2.23 -3.91 3.63  -0.002
H: -2.55 -6.25 2.89  -0.002
H: -0.93 0.38 2.94  0.063
H: -1.50 1.44 5.13  -0.002
H: -1.55 0.07 7.21  0.011
H: -1.09 -2.41 7.08  -0.003
H: -0.52 -3.44 4.92  0.003



| no. | molar mass (g mol⁻¹) |
| --- | --- |
| 1 | 646.880 |
| 2 | 629.690 |